Record 1
A cluster of 13 separate species, C78H182O39 in total at a distorted geometry, computed with ωB97M-V/def2-TZVPD.

Each line ends with the Löwdin charge.
Element x y z (Å)
C: 2.057115 3.031524 -9.034393  -0.121
O: 2.350846 1.717079 -9.436640  -0.176
C: 1.986097 0.761418 -8.423164  -0.195
C: 1.731386 -0.525126 -9.123112  -0.211
O: 2.628816 -0.612046 -10.210847  -0.129
C: 2.325607 -1.713559 -11.075054  -0.177
C: 3.340117 -1.638030 -12.289135  -0.149
O: 3.424413 -0.211423 -12.641625  -0.183
C: 4.096375 0.040430 -13.891661  -0.107
H: 2.382683 3.283263 -8.025075  0.083
H: 0.979294 3.185364 -9.086651  0.084
H: 2.582474 3.663889 -9.750079  0.089
H: 1.011276 1.011914 -8.004770  0.121
H: 2.716574 0.729422 -7.614777  0.130
H: 0.722564 -0.639501 -9.519707  0.129
H: 1.937673 -1.233888 -8.321111  0.125
H: 1.333940 -1.705791 -11.527425  0.111
H: 2.266550 -2.667839 -10.551654  0.117
H: 3.135582 -2.321924 -13.112873  0.115
H: 4.276595 -1.973448 -11.843470  0.110
H: 4.610774 1.001411 -13.894051  0.076
H: 3.395759 0.290118 -14.688467  0.075
H: 4.815809 -0.726711 -14.178052  0.082
C: -5.293008 18.461949 -1.207647  -0.148
O: -5.014218 17.153305 -0.948314  -0.178
C: -3.637855 16.911150 -0.880120  -0.187
C: -3.460273 15.356244 -0.784991  -0.159
O: -3.666579 14.745517 -2.066874  -0.109
C: -3.803839 13.376651 -1.910727  -0.243
C: -3.808401 12.628594 -3.207706  -0.182
O: -3.810356 11.206422 -2.953788  -0.189
C: -3.354021 10.430607 -4.023403  -0.127
H: -6.367556 18.601057 -1.326442  0.093
H: -4.783179 18.882989 -2.074193  0.090
H: -4.983789 19.001152 -0.312255  0.088
H: -3.100236 17.529482 -0.161281  0.124
H: -3.243807 17.179687 -1.860270  0.120
H: -4.086338 14.839542 -0.057561  0.123
H: -2.467443 15.213014 -0.358535  0.117
H: -4.754076 13.087085 -1.462068  0.132
H: -3.062945 12.995907 -1.207729  0.130
H: -2.984004 12.890528 -3.870925  0.122
H: -4.716321 12.877789 -3.756975  0.129
H: -4.089737 10.484069 -4.825881  0.084
H: -3.294109 9.375393 -3.756901  0.087
H: -2.396284 10.802955 -4.386982  0.084
C: -2.075202 -3.693681 5.577690  -0.094
O: -3.072635 -4.590958 6.093423  -0.188
C: -3.463559 -4.186411 7.373154  -0.219
C: -4.789845 -4.819137 7.890262  -0.218
O: -5.964698 -4.233890 7.473122  -0.127
C: -6.409239 -4.776272 6.192757  -0.148
C: -7.685852 -4.029986 5.760050  -0.184
O: -7.501922 -2.633985 5.642906  -0.208
C: -6.597418 -2.071528 4.679240  -0.082
H: -1.208784 -3.565440 6.226516  0.087
H: -2.555997 -2.728351 5.419351  0.080
H: -1.766229 -4.017990 4.583978  0.086
H: -3.629152 -3.112246 7.455969  0.120
H: -2.624776 -4.367709 8.045223  0.120
H: -4.799856 -4.495136 8.930946  0.125
H: -4.817089 -5.908698 7.876006  0.127
H: -6.639972 -5.825025 6.379805  0.122
H: -5.660499 -4.721476 5.402505  0.114
H: -8.449606 -3.967531 6.535221  0.130
H: -8.106386 -4.378060 4.816604  0.122
H: -5.575161 -2.428409 4.804662  0.071
H: -6.502952 -1.005961 4.888395  0.080
H: -6.971281 -2.239593 3.669251  0.086
C: 0.767023 10.893570 4.812465  -0.109
O: 0.094229 10.077127 3.889730  -0.193
C: 0.317444 8.690350 3.921032  -0.185
C: 1.761831 8.178243 4.147368  -0.186
O: 2.188935 8.327278 5.473330  -0.122
C: 3.371649 7.686028 5.795169  -0.227
C: 3.317897 6.172424 5.861530  -0.140
O: 3.186146 5.492173 4.541779  -0.200
C: 3.097192 4.141136 4.549178  -0.161
H: 1.827140 11.088871 4.650890  0.086
H: 0.529477 10.427561 5.768762  0.091
H: 0.245055 11.843758 4.699321  0.087
H: -0.043763 8.360437 2.946972  0.122
H: -0.388494 8.190859 4.584545  0.123
H: 2.512377 8.555312 3.452681  0.135
H: 1.675369 7.122419 3.890730  0.111
H: 3.787498 8.132100 6.698599  0.132
H: 4.232632 7.869653 5.152454  0.127
H: 2.432085 5.922581 6.445495  0.125
H: 4.132551 5.853716 6.511814  0.122
H: 3.845824 3.788106 5.258426  0.086
H: 3.272231 3.672466 3.580769  0.089
H: 2.109321 3.818623 4.878097  0.086
C: 16.330412 10.501945 -1.048726  -0.122
O: 16.148881 11.638233 -1.889796  -0.184
C: 15.117398 11.396540 -2.922115  -0.139
C: 13.623531 11.406161 -2.450686  -0.181
O: 13.243595 10.448208 -1.492720  -0.146
C: 11.887918 10.348842 -1.165226  -0.188
C: 11.100667 9.446690 -2.108145  -0.167
O: 11.247302 9.705554 -3.545590  -0.202
C: 10.335559 8.885482 -4.307799  -0.109
H: 15.407938 10.293191 -0.506909  0.077
H: 17.053833 10.827824 -0.301356  0.080
H: 16.818973 9.608182 -1.436799  0.084
H: 15.349420 10.516664 -3.522181  0.118
H: 15.145774 12.238169 -3.614183  0.115
H: 12.979832 11.351658 -3.328632  0.114
H: 13.439969 12.360293 -1.956676  0.124
H: 11.378096 11.300903 -1.017701  0.127
H: 11.808694 9.911751 -0.169846  0.128
H: 10.024807 9.516631 -1.947716  0.110
H: 11.218049 8.371642 -1.971739  0.117
H: 10.232076 9.079652 -5.375359  0.083
H: 9.320829 9.191014 -4.052697  0.075
H: 10.428246 7.810826 -4.150818  0.086
C: -7.913021 0.251726 10.940202  -0.106
O: -6.766281 1.080746 11.132596  -0.205
C: -5.846950 1.176228 9.977316  -0.146
C: -6.402500 2.025226 8.852128  -0.189
O: -6.001269 3.376175 8.989937  -0.154
C: -6.545662 4.355035 8.129604  -0.157
C: -6.199446 4.110011 6.596192  -0.203
O: -4.825289 3.833399 6.531593  -0.169
C: -4.440218 3.139221 5.324634  -0.096
H: -8.559290 0.482854 11.786965  0.090
H: -7.709113 -0.817813 10.888941  0.081
H: -8.317699 0.538470 9.969575  0.066
H: -5.386479 0.216287 9.743680  0.117
H: -4.957726 1.610222 10.434515  0.124
H: -7.486403 1.915605 8.816757  0.116
H: -5.942193 1.692211 7.921916  0.120
H: -6.060128 5.228928 8.563980  0.125
H: -7.604743 4.394524 8.384355  0.120
H: -6.484458 4.991782 6.022293  0.119
H: -6.830813 3.278451 6.283176  0.112
H: -4.793942 3.744734 4.490168  0.075
H: -4.898167 2.212687 4.978330  0.076
H: -3.365007 3.043825 5.173225  0.086
C: -7.630971 2.844767 -1.908369  -0.129
O: -7.241945 1.591752 -2.356212  -0.195
C: -8.264695 0.587580 -2.238282  -0.196
C: -7.787880 -0.465626 -3.231487  -0.148
O: -8.574931 -1.664279 -3.057192  -0.156
C: -9.973142 -1.666993 -3.256293  -0.203
C: -10.433142 -3.033288 -3.861272  -0.175
O: -10.040172 -4.119309 -3.058963  -0.196
C: -10.328902 -4.202827 -1.678522  -0.099
H: -6.809300 3.556983 -1.832883  0.092
H: -8.003086 2.684868 -0.896406  0.083
H: -8.485418 3.190326 -2.490284  0.087
H: -9.277590 0.929948 -2.450258  0.120
H: -8.265934 0.113387 -1.256823  0.130
H: -6.719967 -0.627688 -3.085183  0.134
H: -7.999850 -0.109125 -4.239494  0.124
H: -10.208819 -0.892952 -3.986643  0.122
H: -10.480948 -1.519841 -2.303100  0.111
H: -9.845619 -3.107990 -4.776354  0.123
H: -11.485136 -3.182008 -4.104743  0.122
H: -11.392760 -4.380845 -1.521583  0.083
H: -9.984148 -3.310063 -1.156797  0.077
H: -9.859403 -5.078374 -1.230087  0.088
C: -8.032079 -16.811190 1.510220  -0.101
O: -6.633139 -16.736275 1.174901  -0.187
C: -6.454525 -16.888268 -0.234562  -0.181
C: -5.550485 -15.674630 -0.612747  -0.177
O: -4.297676 -15.624473 0.095690  -0.132
C: -3.618391 -14.434928 -0.181839  -0.197
C: -2.519964 -14.041865 0.861171  -0.197
O: -1.966174 -12.795143 0.475458  -0.217
C: -0.632357 -12.486289 1.000372  -0.068
H: -8.771694 -16.288338 0.903840  0.084
H: -8.110496 -16.507353 2.554074  0.084
H: -8.239403 -17.881274 1.514030  0.084
H: -7.386323 -16.866198 -0.799694  0.116
H: -5.890651 -17.789456 -0.475404  0.120
H: -6.115513 -14.742615 -0.598934  0.121
H: -5.236132 -15.835284 -1.644003  0.116
H: -4.308429 -13.591178 -0.186278  0.122
H: -3.083471 -14.578274 -1.120679  0.127
H: -1.757436 -14.820736 0.865295  0.115
H: -2.882438 -13.888961 1.877702  0.124
H: -0.661917 -12.265245 2.067316  0.079
H: -0.294048 -11.593428 0.474581  0.084
H: -0.006707 -13.363066 0.833252  0.080
C: 6.142557 12.300266 -0.412437  -0.144
O: 6.826284 12.214241 0.798712  -0.154
C: 6.824317 13.426646 1.474564  -0.200
C: 7.202833 13.225312 3.036275  -0.149
O: 8.549722 12.893886 3.346389  -0.118
C: 8.841178 12.847108 4.705374  -0.225
C: 10.300384 12.394200 4.828153  -0.174
O: 11.202615 13.293916 4.125998  -0.184
C: 12.575670 13.034286 4.236302  -0.121
H: 6.316372 11.493191 -1.124145  0.086
H: 6.320539 13.146828 -1.075595  0.083
H: 5.061273 12.373009 -0.295754  0.086
H: 5.906031 14.003792 1.366201  0.117
H: 7.573529 14.103668 1.064132  0.121
H: 6.475080 12.486890 3.372725  0.119
H: 6.929919 14.188020 3.468520  0.115
H: 8.160175 12.274274 5.334828  0.124
H: 8.735798 13.827541 5.169851  0.122
H: 10.375984 11.417014 4.351197  0.119
H: 10.517490 12.137949 5.865115  0.118
H: 13.007020 12.705284 5.181702  0.085
H: 12.975865 13.995360 3.913338  0.090
H: 12.783315 12.285421 3.471976  0.083
C: -11.548360 -10.563333 1.992576  -0.139
O: -10.472511 -10.554845 2.864438  -0.143
C: -9.412339 -11.316211 2.363713  -0.226
C: -8.094951 -10.861780 2.999768  -0.217
O: -7.601103 -9.677288 2.430075  -0.112
C: -6.172873 -9.483779 2.563615  -0.164
C: -5.625705 -8.469696 1.538042  -0.188
O: -5.841388 -9.009989 0.219334  -0.196
C: -5.085064 -8.364315 -0.831508  -0.099
H: -12.470156 -10.239653 2.475921  0.087
H: -11.745133 -11.483735 1.442800  0.087
H: -11.408901 -9.810338 1.216914  0.087
H: -9.173337 -11.256749 1.301898  0.131
H: -9.472253 -12.379340 2.596657  0.122
H: -7.395853 -11.697328 2.964994  0.119
H: -8.323050 -10.796996 4.063664  0.124
H: -5.585109 -10.377746 2.355129  0.122
H: -5.931427 -9.094017 3.552496  0.121
H: -4.570114 -8.369510 1.790614  0.121
H: -6.177205 -7.529782 1.515606  0.125
H: -5.243928 -8.871247 -1.783289  0.086
H: -4.006848 -8.301560 -0.684558  0.075
H: -5.318087 -7.300963 -0.886957  0.078
C: 2.485615 -3.029776 -2.856182  -0.092
O: 2.400043 -1.813793 -2.089305  -0.165
C: 1.167227 -1.730152 -1.477841  -0.259
C: 0.796636 -0.367788 -0.952272  -0.188
O: 0.489695 0.505487 -2.035094  -0.119
C: -0.153988 1.733430 -1.718396  -0.187
C: 0.702592 2.857832 -1.154572  -0.227
O: 1.712995 3.069117 -2.109286  -0.153
C: 2.702521 3.898662 -1.513284  -0.114
H: 1.980690 -3.873276 -2.385388  0.079
H: 3.500492 -3.404926 -2.988041  0.085
H: 2.001071 -2.901803 -3.824152  0.087
H: 1.165182 -2.475677 -0.682679  0.129
H: 0.442737 -1.920635 -2.269635  0.127
H: 1.698564 -0.039980 -0.435392  0.125
H: 0.031791 -0.464101 -0.181661  0.126
H: -1.036297 1.484610 -1.128729  0.120
H: -0.621573 2.059602 -2.647413  0.126
H: 1.123105 2.546208 -0.198459  0.114
H: 0.087413 3.728854 -0.928876  0.127
H: 2.464634 4.941165 -1.301910  0.088
H: 3.516963 3.953478 -2.235629  0.086
H: 3.161383 3.415407 -0.650722  0.085
C: 2.888150 -13.111426 -10.961811  -0.076
O: 1.931051 -12.362476 -10.121353  -0.232
C: 1.181058 -13.130152 -9.061898  -0.144
C: 1.940044 -13.487175 -7.781168  -0.156
O: 2.472091 -12.351206 -6.997605  -0.158
C: 1.696057 -12.019330 -5.817651  -0.182
C: 0.463483 -11.116208 -6.015974  -0.193
O: 0.780111 -9.750429 -6.408876  -0.190
C: 1.376404 -9.610109 -7.761361  -0.056
H: 3.585038 -13.689128 -10.354594  0.076
H: 3.322208 -12.329582 -11.585050  0.084
H: 2.377472 -13.769147 -11.665170  0.073
H: 0.893992 -13.973236 -9.690306  0.114
H: 0.270990 -12.597827 -8.785320  0.104
H: 2.884354 -13.948185 -8.070732  0.111
H: 1.380051 -14.251439 -7.242281  0.124
H: 2.291790 -11.376529 -5.169561  0.122
H: 1.562883 -12.894913 -5.182259  0.118
H: 0.050164 -11.170703 -5.008844  0.116
H: -0.333170 -11.526531 -6.636514  0.110
H: 0.688604 -9.961064 -8.530679  0.078
H: 2.260028 -10.233302 -7.899000  0.071
H: 1.623915 -8.556801 -7.893205  0.084
C: 9.297629 -6.982911 2.150270  -0.080
O: 9.241650 -8.442754 2.393926  -0.178
C: 7.890343 -8.942716 2.397618  -0.200
C: 6.954557 -8.527099 3.534911  -0.140
O: 6.731225 -7.084545 3.507033  -0.158
C: 5.655180 -6.670326 4.215829  -0.251
C: 5.712017 -5.208720 4.497626  -0.268
O: 5.304007 -4.375139 3.512617  -0.169
C: 6.297109 -4.158022 2.481757  -0.055
H: 10.275585 -6.608726 1.847468  0.080
H: 9.066543 -6.464780 3.080992  0.070
H: 8.559674 -6.570242 1.462360  0.075
H: 8.208231 -9.984527 2.438662  0.126
H: 7.376364 -8.806213 1.446145  0.121
H: 7.391859 -8.924807 4.450715  0.127
H: 5.995408 -9.022875 3.385414  0.123
H: 5.456851 -7.237455 5.125295  0.129
H: 4.793915 -6.912067 3.593039  0.136
H: 6.666474 -4.836057 4.869455  0.130
H: 5.091918 -5.023565 5.374716  0.128
H: 7.266418 -3.995415 2.953048  0.086
H: 5.917548 -3.313388 1.906763  0.092
H: 6.419697 -5.076075 1.907093  0.076

Atoms 1-6, force components in eV/Å:
C 0.087 -0.027 -0.512
O -0.149 -0.308 1.331
C -0.654 1.549 -1.305
C 0.977 -0.484 -0.314
O -0.288 -1.698 -0.399
C 0.335 0.678 -1.417

The relative energy (zero: lowest compared OMol25 entry of this formula, charge and spin) comes out at 187.81 kcal/mol. As for the LUMO energy: 0.1 eV. The total energy comes out at -163656.355 eV. The charge is 0. The max |F| comes out at 4.06 eV Å⁻¹. The HOMO-LUMO gap comes out at 9.39 eV.

Record 2
The molecule C7H10 at a distorted geometry, computed with ωB97M-V/def2-TZVPD.

Each line ends with the natural charge from an NBO analysis.
Element x y z (Å)
C: 1.595552 -0.436613 1.083692  -0.197
C: 0.362168 -0.849156 1.213524  -0.184
C: 1.760210 0.525157 -0.075811  -0.428
C: -0.169895 -0.604186 -1.383774  -0.433
C: 0.377118 0.605955 -0.684883  -0.237
C: -0.532094 -0.154030 0.049122  -0.036
C: -1.914326 0.223555 0.444113  -0.602
H: 2.431999 -0.310615 1.797370  0.217
H: -0.199801 -1.527920 1.873295  0.216
H: 2.183599 1.491568 0.249405  0.209
H: 2.420665 0.105867 -0.777029  0.213
H: -0.826650 -0.275787 -2.203997  0.204
H: 0.311501 -1.525415 -1.555046  0.216
H: 0.034187 1.534379 -1.172329  0.216
H: -2.308491 0.627800 -0.403157  0.209
H: -1.852478 0.992604 1.158901  0.205
H: -2.262400 -0.703537 0.785760  0.213

Atoms 1-6, force components in eV/Å:
C 1.605 2.104 0.826
C -2.946 0.020 -1.862
C -0.605 0.568 0.709
C -1.491 1.195 0.193
C 2.280 2.378 -2.039
C 0.007 -3.113 2.167

The SMILES is C[C@]12C=CC[C@H]1C2. The relative energy (zero: lowest compared OMol25 entry of this formula, charge and spin) comes out at 55.66 kcal/mol. As for the LUMO energy: 1.1 eV. The total energy comes out at -7418.621 eV. The charge is 0. The max |F| comes out at 3.87 eV Å⁻¹. The HOMO-LUMO gap comes out at 10.09 eV.